{
  "formula": "C4H13NO2",
  "method": "ωB97M-V/def2-TZVPD",
  "smiles": "C[C@H](O)[C@@H](C)N.O",
  "lumo_energy_ev": 0.83,
  "spin_multiplicity": 1,
  "e_above_lowest_kcal_mol": 40.7,
  "homo_lumo_gap_ev": 9.51,
  "species": ["C", "C", "O", "C", "C", "N", "H", "H", "H", "H", "H", "H", "H", "H", "H", "H", "H", "O", "H", "H"],
  "xyz": [[-1.7231, -0.5352, -1.5177], [-0.6888, 0.1585, -0.6028], [0.3886, 0.9032, -1.1885], [0.0064, -0.9129, 0.3359], [1.4680, -1.2285, -0.0412], [-0.0253, -0.2501, 1.6387], [-2.6798, -0.0709, -1.7497], [-2.0919, -1.4340, -0.9931], [-1.1791, -1.0579, -2.3260], [-1.2633, 0.9070, 0.0043], [0.1789, 0.9416, -2.1254], [-0.6756, -1.7188, 0.3552], [1.7380, -0.6660, -0.9485], [1.6987, -2.3087, -0.3026], [2.1046, -0.8411, 0.7434], [0.5133, 0.5523, 1.7944], [-0.3036, -0.7879, 2.4343], [0.8722, 3.0866, 1.5575], [0.2683, 2.5579, 2.0706], [1.3936, 2.7048, 0.8612]]
}

=====

{
  "formula": "C4H13NO2",
  "method": "ωB97M-V/def2-TZVPD",
  "smiles": "CCCNCO.O",
  "lumo_energy_ev": 0.73,
  "spin_multiplicity": 1,
  "e_above_lowest_kcal_mol": 43.4,
  "homo_lumo_gap_ev": 9.49,
  "species": ["C", "C", "C", "N", "C", "O", "H", "H", "H", "H", "H", "H", "H", "H", "H", "H", "H", "O", "H", "H"],
  "xyz": [[1.5491, -2.0741, -0.5740], [0.1073, -1.9085, -0.2138], [0.0511, -0.6169, 0.7619], [0.3409, 0.6114, -0.0888], [0.2492, 1.8560, 0.6203], [1.4022, 2.0895, 1.4163], [2.3915, -1.9344, 0.1061], [1.7009, -1.4083, -1.4632], [1.4970, -3.1142, -1.0365], [-0.2692, -2.8853, 0.1676], [-0.5183, -1.8334, -1.0892], [-1.0012, -0.5286, 1.1200], [0.8281, -0.8237, 1.4670], [1.0647, 0.4414, -0.7419], [0.3089, 2.6228, -0.1161], [-0.6787, 1.8173, 1.2721], [1.1357, 1.6179, 2.2659], [-3.0937, 2.0766, -1.6013], [-3.4085, 2.7146, -0.9346], [-3.6569, 1.2799, -1.3377]]
}

=====

{
  "formula": "C4H13NO2",
  "method": "ωB97M-V/def2-TZVPD",
  "smiles": "CC(C)NCO.O",
  "lumo_energy_ev": 0.60,
  "spin_multiplicity": 1,
  "e_above_lowest_kcal_mol": 42.0,
  "homo_lumo_gap_ev": 10.04,
  "species": ["C", "C", "C", "N", "C", "O", "H", "H", "H", "H", "H", "H", "H", "H", "H", "H", "H", "O", "H", "H"],
  "xyz": [[-0.6798, 0.3406, 0.6345], [-0.3495, 1.0195, -0.7624], [-1.5629, 0.9214, -1.6176], [0.7471, 0.4109, -1.5746], [0.8110, -1.0563, -1.3285], [1.1690, -1.5670, -0.0288], [-1.3104, -0.5294, 0.4838], [0.1393, -0.1613, 1.1170], [-1.0143, 0.9048, 1.4663], [-0.0038, 2.0780, -0.5893], [-1.2369, 1.1279, -2.6340], [-2.1031, -0.0098, -1.5885], [-2.2727, 1.6276, -1.3728], [1.6744, 0.7762, -1.3966], [-0.1196, -1.5330, -1.6911], [1.4933, -1.6420, -1.9170], [2.0132, -1.1714, 0.1650], [0.4957, -0.5201, 4.0987], [0.8387, -0.5749, 5.0113], [1.2711, -0.4419, 3.5246]]
}

=====

{
  "formula": "C4H13NO2",
  "method": "ωB97M-V/def2-TZVPD",
  "smiles": "CCNCCO.O",
  "lumo_energy_ev": 0.71,
  "spin_multiplicity": 1,
  "e_above_lowest_kcal_mol": 41.6,
  "homo_lumo_gap_ev": 9.23,
  "species": ["C", "C", "N", "C", "C", "O", "H", "H", "H", "H", "H", "H", "H", "H", "H", "H", "H", "O", "H", "H"],
  "xyz": [[-1.2082, 0.3408, 1.2556], [-1.8196, -0.5963, 0.2397], [-1.3016, -0.3860, -1.1123], [0.1624, -0.2836, -1.2890], [0.5775, 1.1894, -1.3365], [0.9265, 1.5557, -0.0136], [-1.3224, 1.3899, 0.8112], [-0.1317, 0.1630, 1.3261], [-1.8077, 0.2516, 2.1955], [-2.8199, -0.3156, 0.2068], [-1.8265, -1.6640, 0.6216], [-1.7858, -1.0452, -1.7788], [0.5966, -0.7700, -2.1591], [0.6815, -0.7603, -0.3561], [1.5087, 1.2862, -1.9509], [-0.1686, 1.8368, -1.6027], [1.3171, 2.4578, -0.0164], [2.0317, -1.7270, 1.7812], [2.1809, -1.3579, 0.9053], [2.7502, -1.3010, 2.2237]]
}

=====

{
  "formula": "C4H13NO2",
  "method": "ωB97M-V/def2-TZVPD",
  "smiles": "NCCCCO.O",
  "lumo_energy_ev": 0.94,
  "spin_multiplicity": 1,
  "e_above_lowest_kcal_mol": 49.6,
  "homo_lumo_gap_ev": 9.77,
  "species": ["N", "C", "C", "C", "C", "O", "H", "H", "H", "H", "H", "H", "H", "H", "H", "H", "H", "O", "H", "H"],
  "xyz": [[1.2198, -1.9189, 0.2804], [1.0204, -0.6088, -0.3546], [-0.2071, 0.0852, 0.3911], [-1.4221, 0.1049, -0.6085], [-1.5601, 1.4890, -1.2292], [-1.6249, 2.4593, -0.1500], [0.4701, -2.0862, 0.9208], [1.4380, -2.6127, -0.4334], [1.8259, 0.1018, -0.4457], [0.7123, -0.6551, -1.4503], [0.2194, 1.0768, 0.3776], [-0.3658, -0.3369, 1.3582], [-2.3985, -0.3169, -0.3458], [-1.1775, -0.6378, -1.3945], [-2.4633, 1.6014, -1.8093], [-0.6455, 1.8914, -1.6248], [-2.4214, 2.4417, 0.3915], [2.2378, -0.8595, 2.3285], [2.3620, 0.0811, 2.1293], [2.7803, -1.2998, 1.6686]]
}

=====

{
  "formula": "C4H13NO2",
  "method": "ωB97M-V/def2-TZVPD",
  "smiles": "C/C=C/NC.O.O",
  "lumo_energy_ev": 0.78,
  "spin_multiplicity": 1,
  "e_above_lowest_kcal_mol": 29.8,
  "homo_lumo_gap_ev": 8.73,
  "species": ["C", "C", "C", "N", "C", "H", "H", "H", "H", "H", "H", "H", "H", "H", "O", "H", "H", "O", "H", "H"],
  "xyz": [[-2.5952, 0.9967, 1.7821], [-1.3632, 0.2234, 1.4105], [-1.2557, -0.4573, 0.2678], [-0.1046, -1.1295, -0.1176], [-0.2045, -2.2471, -1.0402], [-3.3125, 0.8897, 0.9554], [-3.1078, 0.7160, 2.7021], [-2.4483, 2.0869, 1.8428], [-0.7342, -0.0377, 2.2526], [-2.1148, -0.4331, -0.3829], [0.5228, -1.1641, 0.6699], [0.1759, -2.0152, -2.0233], [0.2622, -3.1457, -0.6306], [-1.2524, -2.5337, -1.1122], [1.2289, 0.5778, -2.3891], [1.2192, 0.0595, -1.5685], [1.6696, -0.0310, -2.9985], [3.3016, 1.6889, 0.6557], [2.5331, 2.0970, 1.0663], [3.2813, 1.9760, -0.2632]]
}

=====

{
  "formula": "C4H13NO2S",
  "method": "ωB97M-V/def2-TZVPD",
  "lumo_energy_ev": [2.69, 2.67],
  "spin_multiplicity": 2,
  "charge": -1,
  "e_above_lowest_kcal_mol": 42.7,
  "s2": 0.750,
  "homo_lumo_gap_ev": [1.88, 8.78],
  "species": ["C", "C", "C", "S", "N", "C", "O", "H", "H", "H", "H", "H", "H", "H", "H", "H", "H", "H", "H", "H", "O"],
  "xyz": [[1.8723, -0.3181, 0.2132], [0.7421, -0.5554, -0.8038], [0.8845, -2.1146, -1.3312], [0.4064, -3.3918, -0.2611], [-0.6856, -0.3094, -0.3508], [-1.2959, 0.9361, -0.8691], [-0.8080, 2.0685, -0.1754], [1.8676, -0.5595, 1.2684], [2.8226, -0.8352, -0.0388], [2.1402, 0.7299, 0.1350], [1.0536, -0.0230, -1.7052], [2.0500, -2.0797, -1.4762], [0.1670, -1.9770, -2.2449], [-0.0862, -4.2678, -1.1692], [-0.6951, -0.3585, 0.5950], [-2.4194, 0.7422, -0.6614], [-1.1369, 1.3128, -1.9272], [-1.2791, 2.2172, 0.7070], [-1.5418, 3.6494, 3.3270], [-2.4302, 2.4362, 3.6550], [-1.6282, 2.6977, 3.1134]]
}

=====

{
  "formula": "C4H13NO2S",
  "method": "ωB97M-V/def2-TZVPD",
  "smiles": "CN[C@H](CO)CS.O",
  "lumo_energy_ev": 0.65,
  "spin_multiplicity": 1,
  "e_above_lowest_kcal_mol": 20.1,
  "homo_lumo_gap_ev": 9.22,
  "species": ["C", "N", "C", "C", "O", "C", "S", "H", "H", "H", "H", "H", "H", "H", "H", "H", "H", "H", "O", "H", "H"],
  "xyz": [[1.2420, -0.3730, -0.9501], [0.0702, 0.4422, -0.6225], [-0.4111, 0.3556, 0.7540], [0.6362, 0.9752, 1.6905], [0.0916, 1.6071, 2.8326], [-0.8123, -1.0539, 1.1594], [-1.9822, -1.0998, 2.5578], [1.5981, 0.0089, -1.9005], [2.0368, -0.1400, -0.2437], [1.0437, -1.4468, -1.0389], [-0.6829, 0.1853, -1.2449], [-1.2736, 1.0094, 0.8363], [1.3352, 0.2250, 2.0715], [1.2400, 1.6817, 1.1223], [-0.6356, 2.1684, 2.5267], [0.0271, -1.6985, 1.3600], [-1.3678, -1.5311, 0.3593], [-1.1442, -1.3356, 3.5748], [-0.4913, 0.2279, -4.6278], [0.4246, 0.1129, -4.9304], [-0.9445, -0.3209, -5.2865]]
}

=====

{
  "formula": "C4H13NO3",
  "method": "ωB97M-V/def2-TZVPD",
  "lumo_energy_ev": -3.04,
  "spin_multiplicity": 1,
  "e_above_lowest_kcal_mol": 179.6,
  "homo_lumo_gap_ev": 5.26,
  "species": ["C", "N", "C", "C", "C", "O", "H", "H", "H", "H", "H", "H", "H", "H", "H", "H", "H", "O", "H", "H", "O"],
  "xyz": [[0.1099, -1.2589, -1.2444], [-0.0734, -0.1149, -0.3629], [-2.5062, -1.1945, -1.0409], [0.8864, 0.7661, -0.5894], [2.1206, 0.7488, 0.1702], [2.9760, 1.5962, 0.1577], [0.4864, -0.9323, -2.2268], [-1.0072, -1.6920, -1.3519], [0.8237, -1.9931, -0.8566], [-1.0237, 0.1903, -0.6880], [-2.7286, -1.2156, -2.1039], [-3.1549, -0.4537, -0.5899], [-2.7421, -2.1665, -0.6044], [0.9700, 1.2533, -1.5656], [2.2390, -0.1010, 0.8675], [0.0081, -0.2411, 1.3135], [-0.9233, -0.1675, 2.5160], [0.0171, -0.1374, 2.3084], [0.6788, 1.8636, 2.3277], [1.6825, 2.5562, 1.3808], [1.1608, 2.6941, 2.1830]]
}

=====

{
  "formula": "C4H13NO3",
  "method": "ωB97M-V/def2-TZVPD",
  "smiles": "CCC(O)O.CNO",
  "lumo_energy_ev": 0.91,
  "spin_multiplicity": 1,
  "e_above_lowest_kcal_mol": 66.6,
  "homo_lumo_gap_ev": 10.19,
  "species": ["C", "C", "C", "O", "O", "H", "H", "H", "H", "H", "H", "H", "H", "C", "N", "O", "H", "H", "H", "H", "H"],
  "xyz": [[-0.3285, 1.4770, -1.3551], [-0.3075, 1.2791, 0.1565], [-1.3052, 0.2072, 0.6170], [-1.1108, 0.0157, 1.9965], [-2.6247, 0.5711, 0.3328], [-1.3471, 1.4089, -1.7311], [0.0703, 2.4583, -1.6102], [0.2883, 0.7288, -1.8484], [0.6876, 0.9987, 0.4881], [-0.5818, 2.2087, 0.6626], [-1.1643, -0.7388, 0.0825], [-1.7263, -0.6600, 2.3017], [-2.7993, 1.4339, 0.7301], [1.9542, -1.3941, 0.6885], [1.5394, -1.0592, -0.6601], [0.4027, -1.8692, -1.0073], [1.1517, -1.1222, 1.3744], [2.8389, -0.8007, 0.9109], [2.1861, -2.4586, 0.8171], [2.2805, -1.3442, -1.3081], [-0.1042, -1.3404, -1.6385]]
}